Below is 11 unconnected molecules or ions with the total composition C37H97Cl6N9O9 in a non-equilibrium geometry, with properties calculated with ωB97M-V with the def2-TZVPD basis set.

Geometry as XYZ:
```
158
Properties=species:S:1:pos:R:3:forces:R:3
H 1.458245 6.455963 -1.736499 0.09 0.54 0.19
H 3.080225 -0.127917 -1.204851 -0.77 0.75 -0.15
H 1.238992 2.444061 -4.907666 0.01 -0.38 0.59
C 3.691216 4.231096 0.100846 0.36 2.88 0.57
O -4.277290 0.247970 5.629256 -1.71 0.22 -0.73
Cl -4.216743 -4.894906 1.295722 -0.88 -0.65 -0.38
C 1.939619 0.515732 3.576122 1.32 0.51 1.89
H -1.396292 0.225955 3.328112 0.13 -0.19 -0.10
H 1.777183 -9.022318 -0.734351 0.63 -0.52 -0.34
H 5.442618 5.643632 -0.426583 -0.79 0.61 -0.57
H -4.436097 -4.570640 -4.434447 -0.36 -0.04 0.32
H -3.890714 5.615093 -0.910462 0.20 0.10 -0.07
H -3.881552 1.434336 -0.612650 0.00 -0.78 0.77
H 2.920619 4.707792 -0.504994 0.46 -0.27 -0.65
Cl 1.155523 -6.749086 3.703210 1.36 -0.40 0.01
N -0.495217 -1.083826 1.408621 0.58 1.14 1.00
C 2.066376 1.953866 7.083699 1.35 -0.65 -1.10
H -4.971115 -3.695429 -2.865320 -0.43 -0.76 -0.20
H 1.498962 -5.826398 0.056772 -0.78 0.23 0.29
H -0.242717 -0.309388 2.005764 -0.31 -0.04 0.75
C -3.881498 0.717205 2.635084 0.79 0.38 1.53
H 2.551892 -7.908657 -3.235151 -0.24 -0.43 0.11
H -1.529278 6.238712 -1.110587 -0.01 -0.14 -0.24
H -3.559353 -0.937099 7.146812 -0.21 -0.21 0.56
C -1.197693 6.391055 -2.137690 0.45 -0.76 -1.99
C -0.238597 -5.721624 3.544102 0.00 -0.53 0.41
C -4.333702 2.895631 -1.697640 0.34 -0.32 2.26
N -1.553445 1.222386 3.277941 -0.12 0.14 1.60
H 4.912304 -4.844860 0.339205 -0.25 -0.09 0.79
H -3.939325 1.561962 -3.493214 -0.53 -0.70 0.99
H 4.382344 0.681222 -2.066090 0.32 -0.17 0.11
H 1.450062 -0.424799 3.323434 -0.47 0.32 -0.65
C 1.579575 -7.550383 -2.897007 -1.06 0.50 0.73
H -3.699951 3.389398 -0.960994 0.62 0.62 -0.52
H -3.393878 -0.209421 2.332298 -0.31 0.08 -0.02
H 0.120866 -1.821965 1.717980 0.11 -0.40 0.01
H 1.659115 2.481687 3.696881 -0.30 0.34 0.08
C -0.276315 2.700592 0.098635 -1.26 0.52 0.73
H 1.233432 6.385981 -3.955095 0.54 -0.31 -0.03
H -3.687388 3.143378 -3.607215 1.07 0.56 -0.27
Cl -4.129175 -2.026782 0.731599 -0.25 0.02 -0.74
O -3.425564 -0.647502 -4.071300 -1.25 -0.57 0.18
H -5.397524 -0.737132 7.218988 0.13 -0.36 -0.98
N -4.795261 1.803537 -0.833851 -0.16 -0.16 -0.20
H 2.659984 2.837495 7.318059 -0.71 0.47 -0.13
C -3.143157 -3.118535 -3.535024 1.76 0.29 0.82
H -2.558011 1.496418 5.911288 -0.46 0.61 0.09
C -3.161511 -1.585664 -3.031731 1.05 -1.08 -0.56
H 4.693555 -2.456370 1.191285 0.42 0.71 -0.62
H -4.421979 0.627922 7.560172 0.48 -0.32 0.93
H 0.997469 -0.171626 0.188628 0.29 -0.07 -0.21
H 3.253703 -2.491899 1.938745 -0.81 -0.14 0.07
H 2.638346 3.014604 1.196986 -0.14 -0.68 0.68
H -2.895328 0.115496 -5.831503 -0.26 -0.32 -0.29
H -3.912695 6.852893 -2.232184 0.40 -0.71 -0.41
Cl -1.085231 -6.218374 2.093947 -0.43 0.33 -0.10
H -3.823970 -1.435239 -2.179309 -0.61 -0.04 -0.42
C 3.639097 -2.383954 0.924885 0.77 -1.24 1.28
H -2.495995 -3.169286 -4.410643 -0.11 0.38 -0.32
C -0.000931 5.395211 -2.452009 -3.62 2.18 -1.71
H -3.259131 2.401067 3.831656 0.44 0.30 -0.29
C -2.644811 -0.756526 -5.227413 0.55 0.40 0.00
N 1.405106 1.775865 3.020557 0.08 -2.00 -0.47
H 1.227836 -6.823800 -3.629439 0.24 0.68 0.63
H 5.549501 -2.260611 -2.840545 0.09 0.44 -0.10
O 3.302951 2.036057 -0.898805 -0.40 -1.69 0.15
N 0.870069 5.700055 -1.415952 2.59 -1.56 1.25
C 5.304568 -3.596797 -1.261768 -1.25 -1.56 0.12
C 1.097154 -5.976301 -0.957266 1.49 -0.23 -2.45
O 1.337761 4.324391 -4.254079 2.22 1.11 -0.10
H -5.009021 -2.854354 -4.388934 -0.36 -0.30 -0.42
C 3.408023 0.442687 3.225744 1.63 0.04 -1.51
H -0.776620 0.656823 -1.400960 0.26 0.53 -0.31
H 3.401144 -8.111957 -0.926104 0.00 -0.59 0.19
H -3.915403 1.410123 1.794360 0.00 -0.11 -0.05
H 6.843766 -3.983237 -2.356109 0.18 -0.11 -1.02
C -0.006170 -0.591687 0.122639 -1.47 -1.81 -0.54
H 4.956956 2.546163 0.187918 0.31 0.00 0.24
H 3.612509 0.459464 2.155231 -0.78 1.28 -0.60
H 5.511123 5.080080 1.107958 -0.35 -0.39 0.56
H -4.894336 0.536879 2.995274 0.04 -0.08 -0.02
C 2.339078 -8.089779 -0.681931 -0.67 0.23 1.34
H 5.827819 -2.980019 -0.531093 -0.05 0.61 -0.27
H -0.164539 5.608420 -4.623020 -0.48 0.13 -0.07
H -2.487625 2.140322 -2.704871 -0.05 0.21 0.25
H 0.069323 -1.960629 -1.747229 0.09 0.86 -0.41
O -4.880840 5.023020 -2.665443 -0.05 0.39 -0.39
H -1.399771 1.491361 2.316613 -0.69 0.10 -0.30
H -2.516754 -5.014956 -2.863550 -0.31 0.06 -0.32
H -2.732139 -1.709058 -5.750056 -0.48 0.17 -0.25
H -2.467283 -3.558126 1.343773 0.21 0.84 0.76
C 0.625760 5.483975 -3.882731 -1.83 -0.66 0.59
C 1.882633 0.491335 5.139940 0.12 -0.73 0.19
H -1.977582 -0.029944 -0.415861 -0.17 -0.23 0.28
H 0.360604 2.903525 0.959606 0.76 -1.02 -0.29
H -0.768813 -6.019163 4.448783 -0.63 0.79 -0.40
H -0.921908 7.437682 -2.266582 0.28 0.07 0.08
O 0.502576 -5.154666 -1.655928 0.21 -1.02 1.28
H -0.812672 3.649130 0.124960 -0.62 -0.04 -0.60
H -1.969426 6.184982 -2.879361 -0.40 0.11 0.30
H -2.394116 -0.060488 5.262358 0.85 -0.18 -0.35
H 4.427035 0.326184 -0.277859 0.49 0.37 -0.02
C -4.427568 -0.298165 6.985331 1.40 2.44 -1.41
H 0.751531 -8.258676 -2.869365 0.49 -0.83 -0.55
C -5.451029 3.850794 -2.051827 0.76 0.31 -0.25
C 3.829938 0.659433 -1.126691 -0.05 1.88 0.23
H 2.525312 1.228143 7.755117 -0.60 -0.53 0.23
N 3.020776 3.930654 1.383272 0.60 -1.19 -0.55
H 3.883887 -5.254356 -0.962602 -0.87 0.55 -0.16
H 4.030101 -2.071896 -2.005044 -0.58 -0.31 -0.70
C -3.027981 0.823604 5.193963 0.38 -2.57 0.60
H 0.982094 2.036864 7.158177 0.09 0.17 0.33
C -0.082239 -1.960845 -0.667823 0.93 1.15 -1.54
H 3.289498 -1.415484 0.567201 0.30 -0.24 -0.47
H 0.411590 1.594206 3.015477 -0.34 1.01 0.46
C 0.758827 3.047033 -4.136971 -0.91 1.84 -0.03
H 2.170345 4.458931 1.516661 0.08 0.64 -0.19
O 2.447618 1.628808 5.735515 0.00 0.91 -0.23
Cl -3.788646 -2.984190 3.376494 0.69 -0.10 -0.19
N 1.682393 -7.129940 -1.479320 -1.03 2.12 -1.52
H -6.109830 4.213385 -1.262775 0.22 -0.60 0.50
H 4.437581 -3.457398 -3.269019 -0.90 -0.02 0.44
Cl 0.193734 -4.014135 3.541058 -0.21 -0.14 0.04
C -4.502347 -3.653917 -3.848493 -0.16 1.54 0.09
H 0.779005 -2.578682 -0.413590 -0.32 -0.32 0.73
H -1.576663 -0.650598 -5.037912 0.37 0.00 0.47
C -1.010818 0.469593 -0.353015 -0.29 -1.75 -1.56
C -2.940738 1.362856 3.737631 -1.74 -0.07 -0.59
C 4.300568 3.012801 -0.546602 -0.01 -1.37 0.10
H 4.886074 3.175367 -1.451508 0.12 0.70 0.02
C 4.760402 5.415121 0.392226 -0.18 -2.18 0.09
C -3.543512 2.359150 -2.863983 -0.37 1.44 -1.85
H -6.029013 3.199426 -2.707388 -0.59 0.97 -0.89
H -5.174484 1.112681 -1.465522 -0.42 -0.47 0.01
O 3.269743 -3.504440 0.147468 -0.66 -1.07 -0.89
C 4.705101 -2.814548 -2.430392 1.54 0.40 0.93
H 2.146394 -7.777794 0.344533 0.66 0.00 0.32
H -1.043840 -2.471620 -0.617539 0.04 0.11 0.89
H -5.288204 6.612381 -1.335109 -0.59 -0.42 0.29
H 4.070458 -0.422036 3.264771 -0.65 -0.91 1.76
H 0.187392 2.589000 -0.881476 0.36 -0.17 0.31
C -4.452078 6.042980 -1.741052 -0.96 -0.32 -0.07
H 1.493517 4.910301 -1.503707 0.90 -0.19 0.85
H 3.946799 1.265325 3.695934 -0.01 0.08 -0.16
H 0.825486 2.770988 -3.084618 0.16 -0.96 -0.22
C -3.492112 -3.352649 1.652974 0.16 -0.27 0.28
H -0.287107 3.218142 -4.391614 -0.48 -0.78 -0.07
H 0.893010 0.303711 5.556514 -0.44 0.16 -0.27
H 6.918526 -4.874497 -1.154865 -0.26 -0.56 0.76
H -0.503293 4.430443 -2.381559 0.47 -0.31 0.41
H 4.216520 6.224946 0.878510 0.20 0.23 -0.52
N -2.557005 -4.056072 -2.548876 -0.12 0.60 0.93
H -1.625431 -3.864023 -2.209190 0.17 0.38 -0.25
O -1.238131 1.632337 0.360732 1.25 1.34 0.24
H 2.493871 -0.373529 5.397773 0.07 -0.38 0.34
C 4.263987 -4.393832 -0.412030 1.46 1.92 0.13
H -2.207528 -1.224344 -2.647715 0.65 -0.84 0.22
N 6.226354 -4.586435 -1.831638 0.74 0.57 -0.17
```
Positions in Å, forces in eV/Å.

Results
HOMO level   -8.632 eV
Structure (SMILES)   COC[C@H](C)N.COC[C@H](C)N.COC[C@H](C)N.COC[C@H](C)N.COC[C@H](C)N.COC[C@H](C)N.COC[C@H](C)N.COC[C@H](C)N.ClC(Cl)Cl.ClC(Cl)Cl.CN(C)C=O
F_max   0.0886 hartree/bohr
Kohn-Sham gap   8.993 eV